(1)
{
  "formula": "C3H9NO",
  "method": "wB97M-V/def2-TZVPD",
  "e_above_lowest_kcal_mol": 45.8,
  "smiles": "C=CCN.O",
  "symbols": ["C", "C", "C", "N", "H", "H", "H", "H", "H", "H", "H", "O", "H", "H"],
  "positions_angstrom": [[0.286, 0.202, -0.733], [0.568, -0.229, 0.485], [1.969, -0.382, 0.996], [1.974, -0.680, 2.457], [-0.697, 0.249, -1.172], [1.095, 0.387, -1.436], [-0.080, -0.942, 0.997], [2.586, 0.503, 0.817], [2.484, -1.205, 0.490], [2.740, -0.133, 2.852], [1.185, -0.170, 2.861], [-5.002, 1.044, -2.758], [-4.203, 1.259, -3.250], [-4.904, 0.096, -2.606]],
  "forces_ev_per_angstrom": [[0.20, -0.01, -0.49], [0.63, -1.72, -0.48], [0.59, 0.15, 0.57], [-0.12, 0.99, 0.03], [-0.23, -0.29, 0.19], [0.01, 0.77, 0.26], [-0.71, 0.97, 0.40], [-0.24, 0.13, -0.32], [-0.18, -0.08, -0.04], [0.16, -0.54, 0.01], [-0.11, -0.36, -0.12], [0.22, -0.28, -0.05], [-0.04, 0.19, -0.02], [-0.18, 0.09, 0.08]]
}


(2)
{
  "formula": "C4H15N2S",
  "method": "wB97M-V/def2-TZVPD",
  "e_above_lowest_kcal_mol": 35.9,
  "charge": 1,
  "symbols": ["C", "C", "S", "H", "H", "H", "H", "H", "H", "C", "N", "C", "N", "H", "H", "H", "H", "H", "H", "H", "H", "H"],
  "positions_angstrom": [[-0.698, 1.772, -1.902], [-1.660, 0.921, -1.137], [-3.293, 0.681, -1.948], [-1.076, 2.784, -2.007], [-0.554, 1.397, -2.923], [0.286, 1.848, -1.365], [-1.232, -0.052, -0.881], [-1.940, 1.391, -0.154], [-3.456, -0.432, -1.180], [1.369, -1.535, 1.400], [2.127, -2.444, 0.504], [1.133, -0.250, 0.579], [0.173, 0.669, 1.330], [2.036, -1.277, 2.244], [0.384, -1.888, 1.860], [2.419, -3.287, 1.016], [1.471, -2.799, -0.197], [0.634, -0.420, -0.381], [2.055, 0.345, 0.469], [-0.019, 1.595, 0.935], [-0.724, 0.185, 1.448], [0.563, 0.796, 2.291]],
  "forces_ev_per_angstrom": [[0.76, 0.39, -0.11], [-0.97, 0.26, 1.38], [0.64, -0.81, 0.52], [-0.06, 0.18, 0.03], [0.23, -0.07, 0.32], [-0.64, -0.10, -0.64], [-0.19, -0.08, -0.41], [0.42, -0.14, -0.72], [-0.46, 0.42, -0.55], [0.16, 0.15, 0.05], [-1.27, -0.31, 0.66], [-0.02, 0.61, 0.11], [0.29, -0.59, 1.62], [-0.35, -0.15, -0.27], [1.02, 0.07, -0.73], [0.00, 0.62, -0.15], [0.36, 0.11, 0.05], [0.52, -0.15, 0.14], [-0.34, -0.52, -0.25], [0.25, -0.27, -0.25], [0.10, 0.25, -0.06], [-0.43, 0.12, -0.75]]
}


(3)
{
  "formula": "C13H16IN3PbS",
  "method": "wB97M-V/def2-TZVPD",
  "e_above_lowest_kcal_mol": 47.4,
  "symbols": ["C", "C", "H", "H", "H", "H", "H", "H", "Pb", "C", "H", "H", "H", "I", "N", "C", "C", "C", "C", "C", "C", "N", "C", "C", "C", "S", "C", "N", "H", "H", "H", "H", "H", "H", "H"],
  "positions_angstrom": [[1.117, -1.164, -4.147], [0.800, 0.454, -4.037], [1.802, -1.583, -3.390], [1.708, -1.257, -5.065], [0.232, -1.801, -4.326], [1.267, 0.996, -3.196], [1.336, 0.872, -4.893], [-0.248, 0.726, -4.195], [0.002, -0.698, -2.110], [-1.914, 0.453, -2.465], [-1.633, 1.505, -2.640], [-2.479, 0.332, -1.531], [-2.458, 0.013, -3.313], [-1.642, -3.063, -2.957], [-0.251, -0.045, 3.156], [0.945, 0.648, 3.171], [1.593, 1.293, 4.207], [2.733, 2.048, 3.886], [3.171, 2.144, 2.552], [2.494, 1.489, 1.509], [1.346, 0.743, 1.810], [0.404, 0.109, 1.017], [-0.558, -0.346, 1.861], [-1.789, -1.036, 1.526], [-2.689, -1.620, 2.420], [-4.017, -2.348, 1.586], [-3.303, -1.811, 0.079], [-2.180, -1.142, 0.205], [-0.819, -0.283, 3.967], [1.208, 1.195, 5.223], [3.279, 2.579, 4.670], [4.062, 2.734, 2.332], [2.807, 1.551, 0.467], [-2.566, -1.621, 3.496], [-3.758, -2.066, -0.877]],
  "forces_ev_per_angstrom": [[1.38, 1.00, -2.40], [1.60, -0.32, -2.44], [-0.46, 0.27, -0.39], [-0.21, 0.05, -0.08], [0.46, 0.40, 0.30], [-0.27, -0.30, -0.17], [-0.10, 0.03, -0.02], [0.35, -0.16, 0.20], [-2.49, -1.15, 5.04], [-0.02, 0.30, -0.15], [-0.43, -0.21, 0.04], [0.13, 0.26, -0.52], [0.13, 0.33, 0.25], [-0.16, -0.39, 0.05], [-0.15, -0.20, 0.38], [-0.19, 0.24, -0.57], [0.70, 0.30, 0.22], [-0.55, -0.35, 0.08], [-0.27, -0.45, -0.46], [0.06, 0.08, 0.12], [-0.55, -0.06, 1.16], [-1.65, -0.71, 0.77], [2.31, 1.20, -0.73], [-1.84, -0.94, -0.11], [0.89, 0.53, -0.72], [1.16, 0.75, -0.32], [0.75, 0.37, 0.70], [-0.62, -0.92, 0.25], [0.37, 0.22, -0.46], [0.25, 0.18, -0.18], [-0.22, -0.22, -0.27], [-0.31, -0.19, 0.01], [0.08, 0.14, 0.31], [-0.30, -0.24, -0.13], [0.18, 0.16, 0.22]]
}


(4)
{
  "formula": "C3H5NO",
  "method": "wB97M-V/def2-TZVPD",
  "e_above_lowest_kcal_mol": 83.9,
  "smiles": "[H]/N=C1\\C[C@H]1O",
  "symbols": ["H", "N", "C", "C", "C", "O", "H", "H", "H", "H"],
  "positions_angstrom": [[-0.646, 1.958, 0.066], [0.374, 2.077, 0.260], [0.266, 0.820, 0.244], [-0.961, -0.080, -0.070], [0.436, -0.600, 0.226], [1.044, -1.241, -0.833], [-1.236, -0.150, -1.127], [-1.768, -0.366, 0.610], [0.527, -1.031, 1.219], [1.963, -1.387, -0.595]],
  "forces_ev_per_angstrom": [[0.25, 3.40, 0.16], [-0.92, -1.02, -0.24], [-1.38, -0.83, -0.30], [0.34, -0.55, 0.05], [0.21, -0.61, 0.32], [0.53, -0.43, -0.04], [0.21, 0.14, 0.25], [0.39, 0.31, 0.00], [0.17, -0.36, 0.00], [0.21, -0.06, -0.18]]
}


(5)
{
  "formula": "C10H8IrN5O6S",
  "method": "wB97M-V/def2-TZVPD",
  "multiplicity": 2,
  "e_above_lowest_kcal_mol": 46.0,
  "s_squared": 0.807,
  "charge": 1,
  "symbols": ["Ir", "O", "C", "O", "C", "C", "C", "C", "C", "N", "C", "O", "O", "H", "H", "H", "H", "S", "C", "O", "O", "N", "C", "N", "N", "C", "N", "H", "H", "H", "H"],
  "positions_angstrom": [[0.132, -0.319, 0.439], [-2.322, 3.302, -0.744], [-1.643, 2.194, -0.500], [-1.015, 1.995, 0.510], [-1.732, 1.177, -1.572], [-2.507, 1.331, -2.701], [-2.529, 0.304, -3.643], [-1.781, -0.833, -3.420], [-1.042, -0.912, -2.248], [-1.014, 0.061, -1.360], [-0.235, -2.141, -1.881], [-0.136, -3.015, -2.697], [0.249, -2.098, -0.679], [-2.235, 3.915, 0.004], [-3.073, 2.240, -2.838], [-3.123, 0.401, -4.541], [-1.741, -1.657, -4.117], [-2.077, -2.092, 2.204], [-1.374, -1.016, 1.418], [1.515, 1.050, -0.380], [2.282, 0.012, -0.700], [5.361, 0.829, 3.878], [4.147, 0.925, 3.343], [3.584, 2.130, 3.194], [3.548, -0.197, 2.990], [2.413, -0.349, 2.440], [1.372, -0.647, 2.009], [5.874, 1.635, 4.186], [5.770, -0.083, 3.997], [4.069, 2.980, 3.421], [2.675, 2.205, 2.772]],
  "forces_ev_per_angstrom": [[-2.39, -0.90, -2.41], [-0.09, 0.03, -0.14], [0.01, 0.03, 0.05], [0.29, 0.30, 0.70], [-0.05, -0.05, -0.27], [0.08, 0.02, -0.02], [0.00, -0.03, -0.08], [0.00, 0.20, -0.05], [0.25, -0.38, 0.06], [0.07, 0.47, 1.28], [-0.77, 0.95, -0.76], [0.34, -0.44, 0.39], [0.63, 0.19, 2.00], [0.06, -0.08, 0.00], [-0.01, -0.01, 0.00], [-0.01, 0.02, 0.02], [0.00, -0.04, 0.05], [-0.84, 0.39, 0.23], [2.59, -0.90, -0.95], [0.03, 0.08, -0.04], [-0.04, 0.08, 0.17], [0.05, 0.08, 0.05], [-0.36, 0.18, -0.12], [0.02, 0.02, 0.00], [0.42, -0.56, 0.06], [-0.05, 0.06, 0.25], [-0.22, 0.33, -0.39], [0.01, -0.01, 0.01], [-0.05, -0.02, -0.05], [0.01, -0.01, 0.00], [0.03, 0.01, -0.05]]
}


(6)
{
  "formula": "C61H49GaN2P3SSi",
  "method": "wB97M-V/def2-TZVPD",
  "charge": 1,
  "symbols": ["Ga", "C", "C", "C", "C", "C", "C", "P", "C", "C", "C", "C", "C", "C", "C", "C", "C", "C", "C", "C", "Si", "C", "C", "C", "C", "C", "C", "P", "C", "C", "C", "C", "C", "C", "C", "C", "C", "C", "C", "C", "C", "C", "C", "C", "C", "C", "P", "C", "C", "C", "C", "C", "C", "C", "C", "C", "C", "C", "C", "H", "H", "H", "H", "H", "H", "H", "H", "H", "H", "H", "H", "H", "H", "H", "H", "H", "H", "H", "H", "H", "H", "H", "H", "H", "H", "H", "H", "H", "H", "H", "H", "H", "H", "H", "H", "H", "H", "H", "H", "H", "H", "H", "N", "C", "N", "C", "C", "C", "C", "C", "C", "S", "H", "H", "H", "H", "H", "H"],
  "positions_angstrom": [[-19.700, -8.913, -4.395], [-17.973, -4.749, -8.481], [-18.397, -6.068, -8.465], [-18.526, -6.740, -7.222], [-18.414, -5.932, -5.991], [-18.034, -4.626, -6.073], [-17.753, -4.104, -7.321], [-18.668, -6.798, -4.439], [-17.024, -6.627, -3.641], [-16.660, -7.419, -2.556], [-15.400, -7.357, -1.958], [-14.618, -6.182, -2.124], [-14.926, -5.499, -3.322], [-16.054, -5.784, -4.176], [-20.007, -5.966, -3.481], [-20.253, -4.603, -3.766], [-21.097, -3.855, -2.961], [-21.706, -4.512, -1.848], [-21.518, -5.872, -1.633], [-20.583, -6.616, -2.361], [-20.493, -8.558, -2.222], [-19.874, -8.887, -0.476], [-19.377, -7.750, 0.230], [-19.146, -7.798, 1.603], [-19.239, -9.004, 2.322], [-19.689, -10.166, 1.649], [-19.947, -10.141, 0.260], [-20.659, -11.679, -0.602], [-20.586, -13.008, 0.649], [-21.792, -13.310, 1.328], [-21.811, -14.305, 2.244], [-20.596, -14.968, 2.534], [-19.401, -14.531, 2.012], [-19.384, -13.532, 1.110], [-18.987, -12.041, -1.467], [-18.768, -13.179, -2.302], [-17.590, -13.462, -2.950], [-16.451, -12.663, -2.673], [-16.650, -11.626, -1.779], [-17.877, -11.241, -1.296], [-22.271, -9.068, -2.377], [-22.893, -9.692, -1.260], [-24.063, -10.354, -1.509], [-24.376, -10.779, -2.804], [-23.705, -10.302, -3.883], [-22.741, -9.385, -3.679], [-21.915, -8.597, -5.119], [-22.184, -9.709, -6.561], [-21.147, -10.269, -7.325], [-21.485, -10.815, -8.589], [-22.765, -10.962, -9.012], [-23.847, -10.538, -8.253], [-23.517, -9.804, -7.032], [-22.639, -7.039, -5.538], [-23.416, -6.323, -4.625], [-23.607, -4.955, -4.748], [-23.156, -4.277, -5.878], [-22.442, -5.004, -6.875], [-22.194, -6.365, -6.685], [-17.802, -4.184, -9.389], [-18.502, -6.578, -9.396], [-18.812, -7.832, -7.238], [-17.887, -3.914, -5.152], [-17.613, -3.058, -7.296], [-17.276, -8.290, -2.267], [-15.213, -8.015, -1.094], [-13.767, -6.160, -1.531], [-14.245, -4.675, -3.707], [-16.143, -5.319, -5.209], [-19.844, -4.150, -4.612], [-21.116, -2.822, -3.179], [-22.341, -3.893, -1.224], [-21.959, -6.272, -0.714], [-19.156, -6.883, -0.336], [-18.697, -6.907, 2.013], [-19.114, -9.126, 3.338], [-19.728, -11.083, 2.222], [-22.661, -12.745, 1.032], [-22.766, -14.323, 2.777], [-20.568, -15.808, 3.266], [-18.462, -14.960, 2.356], [-18.452, -13.204, 0.731], [-19.678, -13.739, -2.494], [-17.584, -14.376, -3.575], [-15.524, -12.927, -3.151], [-15.800, -10.947, -1.573], [-18.053, -10.322, -0.685], [-22.526, -9.559, -0.256], [-24.658, -10.844, -0.726], [-25.268, -11.418, -2.949], [-24.013, -10.761, -4.828], [-20.135, -10.008, -7.014], [-20.666, -11.201, -9.217], [-22.803, -11.422, -9.976], [-24.924, -10.528, -8.524], [-24.369, -9.440, -6.538], [-23.844, -6.827, -3.778], [-24.115, -4.335, -4.032], [-23.320, -3.242, -6.161], [-22.047, -4.486, -7.714], [-21.523, -6.845, -7.345], [-19.482, -10.188, -5.158], [-14.437, -17.044, -3.290], [-14.699, -15.948, -4.231], [-13.906, -14.953, -4.350], [-14.368, -14.104, -5.294], [-13.695, -13.023, -5.763], [-14.237, -12.346, -6.848], [-15.392, -12.741, -7.571], [-16.068, -13.860, -7.111], [-15.501, -14.536, -5.996], [-16.104, -16.019, -5.255], [-13.597, -16.844, -2.825], [-15.177, -17.354, -2.767], [-12.803, -12.659, -5.280], [-13.685, -11.703, -7.406], [-15.825, -12.157, -8.435], [-17.056, -14.248, -7.411]],
  "forces_ev_per_angstrom": [[0.53, 0.02, 0.49], [-0.04, -0.36, -1.07], [0.59, -0.87, 1.57], [-0.53, 1.40, 0.15], [-0.65, -2.92, -1.69], [0.51, 1.67, 1.35], [-0.78, 1.36, 1.55], [-0.09, -0.11, 0.06], [-0.12, -0.15, -0.42], [0.20, -1.70, 0.12], [-0.96, 1.61, 1.63], [-2.57, -2.29, -3.08], [0.76, 1.30, -1.19], [1.29, 0.93, 0.81], [0.79, 0.76, 0.44], [-1.01, -1.24, 1.39], [0.49, -2.28, 1.02], [0.33, 1.08, -1.47], [0.42, 0.78, 1.03], [-0.13, -0.29, -1.36], [0.22, 1.52, 0.74], [0.28, -0.61, 1.55], [-0.72, -2.34, 0.07], [1.04, -0.67, -0.04], [-1.48, -0.11, -3.21], [0.76, 1.18, -0.81], [-1.49, 0.65, 0.34], [2.28, 0.29, -0.70], [-0.24, 1.13, 0.71], [1.50, 0.78, -2.15], [0.11, -0.13, 1.16], [-1.20, -0.90, 1.51], [0.26, -1.37, 1.27], [-0.84, 0.71, -1.32], [-0.01, -0.92, -0.80], [-1.98, 1.09, 0.52], [0.50, -0.34, 0.28], [-1.71, -1.10, 0.05], [2.15, 1.42, -0.91], [-1.13, 0.81, 1.42], [-0.05, -1.48, 0.42], [-0.25, 1.68, -1.41], [-0.94, -2.17, 0.05], [-1.76, -0.15, 1.58], [-1.54, -1.50, -1.15], [1.61, 1.67, -0.04], [0.08, -1.60, -0.27], [-1.20, 0.40, -0.46], [-0.93, 1.17, -0.79], [2.61, -0.04, 1.75], [-0.97, -0.34, -0.42], [0.48, 2.17, 2.17], [0.69, -2.43, -2.68], [-0.53, 1.48, -0.19], [0.21, -0.01, 0.32], [-0.13, 0.94, -1.13], [0.97, -1.34, -1.76], [-0.91, -0.46, 1.87], [0.10, 0.89, 0.77], [-0.14, -0.33, -0.20], [-0.24, -0.48, -0.37], [0.39, 1.39, 0.39], [-0.40, -1.74, -1.86], [0.77, 1.06, -0.44], [-0.01, 0.68, -0.07], [0.09, 0.15, -0.70], [1.55, 1.02, 0.73], [-0.80, -1.18, 0.68], [0.34, -0.58, 1.94], [0.63, 0.58, -1.07], [-0.68, 1.02, 0.14], [-0.05, -0.33, 0.22], [-0.06, -0.22, -0.48], [0.00, 0.96, -0.18], [-0.18, 0.10, 0.55], [0.61, 0.34, 2.08], [-0.21, -0.11, -0.17], [-0.37, -0.06, 0.14], [0.53, -1.15, 0.16], [-0.20, 0.81, -0.61], [-0.23, -0.09, -0.07], [0.73, 0.41, -0.52], [0.25, -0.51, -0.13], [0.33, 0.87, 0.24], [0.35, 0.29, 0.18], [-0.41, -0.53, -0.04], [1.08, -0.95, -0.68], [0.09, 0.15, 0.07], [0.34, 0.57, -0.01], [0.77, 0.24, 0.12], [0.47, 0.72, 0.11], [-0.13, -0.72, -0.33], [-0.47, 0.32, 0.30], [-0.85, -0.22, -0.48], [1.06, -0.41, -0.12], [-0.67, 0.85, 0.93], [0.05, -0.17, 0.40], [-0.35, -0.38, 0.50], [-0.20, 0.08, 0.84], [0.18, 0.20, -0.66], [0.47, -0.63, -0.83], [0.70, -0.59, -0.27], [0.65, 2.74, -4.33], [0.17, -2.68, 2.57], [0.28, -0.67, 1.34], [-0.53, -0.94, -1.43], [-0.15, 1.95, -0.87], [-1.28, -1.93, -0.53], [-0.84, -0.06, 0.39], [-0.24, -0.82, 1.62], [-1.31, 0.31, -0.61], [0.50, 0.43, -0.38], [1.00, 0.14, 0.99], [-1.95, -0.75, 1.43], [0.24, -0.12, -0.05], [1.82, 2.54, -0.74], [0.92, -0.66, 1.06], [0.72, 0.47, -0.51]]
}


(7)
{
  "formula": "C4H7N3O",
  "method": "wB97M-V/def2-TZVPD",
  "e_above_lowest_kcal_mol": 71.9,
  "smiles": "[H]/N=C(/N)N1C[C@@H]1C=O",
  "symbols": ["H", "N", "C", "N", "N", "C", "C", "C", "O", "H", "H", "H", "H", "H", "H"],
  "positions_angstrom": [[-0.484, -2.581, 1.580], [-0.944, -1.686, 2.018], [-0.520, -0.678, 1.335], [-1.139, 0.642, 1.535], [0.530, -0.478, 0.336], [0.739, -1.252, -0.869], [0.167, 0.094, -0.947], [0.930, 1.154, -1.468], [0.348, 2.152, -2.031], [-0.662, 1.533, 1.567], [-1.615, 0.568, 2.370], [1.657, -1.265, -1.362], [0.181, -2.177, -1.054], [-0.867, 0.191, -1.145], [1.981, 1.264, -1.242]],
  "forces_ev_per_angstrom": [[-1.01, 2.00, 1.22], [2.11, -0.82, -2.71], [-0.22, 2.55, -0.34], [1.05, -2.16, -1.08], [0.41, -0.69, 0.95], [-1.41, -1.25, 0.25], [-2.19, -1.50, 0.47], [-1.62, 6.54, -2.09], [2.26, -3.88, 1.71], [0.87, -0.54, -0.59], [-1.70, -0.19, 2.05], [2.09, -0.42, 0.29], [-0.33, 0.65, 0.08], [-0.99, 0.10, -0.12], [0.67, -0.39, -0.08]]
}


So what do the calculations give for energy? Going down the list: -6793.0713; -18199.4795; -42393.0884; -6725.9334; -43899.0526; -165979.4725; -10776.6296 eV.